# 1
The following is a DFT calculation (ωB97M-V/def2-TZVPD) of C36H63BBaF2N6O3Si3 as an isolated structure at a distorted geometry.

Geometry as XYZ:
```
115
Properties=species:S:1:pos:R:3:lowdin_charge:R:1
Ba -0.39 0.75 1.38 1.91
C 5.41 0.70 6.42 -0.05
C 4.49 0.70 5.23 -0.27
C 4.98 0.83 3.96 0.00
C 4.12 0.84 2.83 -0.12
C 4.70 0.86 1.55 -0.03
N 4.06 0.84 0.41 0.08
C 4.70 0.69 -0.88 -0.14
C 4.46 -0.66 -1.58 -0.14
C 5.05 -1.90 -0.88 -0.15
N 4.51 -2.11 0.47 0.05
C 3.18 -2.06 0.67 -0.03
C 2.17 -2.69 -0.02 -0.12
C 2.24 -3.86 -0.83 0.03
C 1.12 -4.60 -1.08 -0.25
C 1.22 -5.87 -1.88 -0.04
C -0.11 -4.21 -0.48 0.04
C -0.26 -3.03 0.20 -0.14
C -1.45 -2.73 0.97 -0.10
N -1.61 -1.65 1.63 -0.07
C -2.69 -1.54 2.57 -0.23
C -2.13 -1.53 4.00 -0.15
C -1.47 -0.22 4.44 -0.23
N -0.15 -0.01 3.88 -0.09
C 0.81 0.26 4.67 -0.10
C 2.21 0.51 4.33 -0.09
C 3.11 0.51 5.38 0.03
C 2.68 0.78 2.99 -0.31
O 1.91 1.00 2.02 -0.26
C 0.85 -2.12 0.25 -0.32
O 0.74 -0.91 0.52 -0.37
H 6.12 1.53 6.37 0.08
H 4.84 0.80 7.35 0.08
H 5.98 -0.22 6.47 0.08
H 6.05 0.94 3.80 0.13
H 5.79 0.86 1.48 0.14
H 3.04 0.88 0.48 0.13
H 4.33 1.47 -1.54 0.12
H 5.78 0.84 -0.75 0.13
H 3.38 -0.81 -1.69 0.09
H 4.89 -0.60 -2.58 0.13
H 4.84 -2.78 -1.50 0.11
H 6.13 -1.80 -0.79 0.12
H 5.02 -1.63 1.18 0.12
H 2.85 -1.46 1.51 0.13
H 3.20 -4.22 -1.17 0.12
H 1.70 -5.69 -2.84 0.08
H 1.81 -6.62 -1.35 0.08
H 0.23 -6.29 -2.07 0.08
H -0.96 -4.88 -0.55 0.13
H -2.19 -3.54 1.04 0.14
H -3.21 -0.59 2.39 0.08
H -3.40 -2.37 2.48 0.12
H -2.96 -1.72 4.68 0.11
H -1.41 -2.35 4.11 0.11
H -2.10 0.60 4.10 0.09
H -1.44 -0.20 5.54 0.12
H 0.62 0.28 5.75 0.13
H 2.72 0.35 6.38 0.12
C -0.99 4.22 -0.76 -0.15
O -1.28 2.88 -1.15 -0.36
Si -2.01 2.48 -2.60 0.30
C -3.83 3.06 -2.53 -0.15
C -1.26 3.59 -3.96 -0.17
C -1.67 0.70 -2.85 -0.42
Si -2.97 -0.56 -3.16 0.39
C -4.71 -0.26 -2.43 -0.19
C -2.52 -2.29 -2.46 -0.19
C -3.28 -0.74 -5.03 -0.20
Si 0.05 0.31 -3.34 0.38
C 0.50 -1.53 -3.22 -0.18
C 1.33 1.21 -2.26 -0.17
C 0.51 0.74 -5.15 -0.19
H -0.27 4.67 -1.45 0.08
H -0.58 4.20 0.24 0.03
H -1.90 4.83 -0.76 0.09
H -3.88 4.15 -2.50 0.03
H -4.35 2.67 -1.65 -0.01
H -4.37 2.73 -3.42 0.04
H -1.62 4.62 -3.90 0.02
H -1.51 3.21 -4.95 0.03
H -0.17 3.61 -3.89 0.02
H -4.83 -0.68 -1.43 0.02
H -5.46 -0.75 -3.06 0.03
H -4.97 0.80 -2.38 0.00
H -1.85 -2.20 -1.60 -0.01
H -2.01 -2.91 -3.21 0.02
H -3.41 -2.83 -2.14 0.02
H -3.69 0.19 -5.43 0.02
H -3.99 -1.54 -5.27 0.02
H -2.35 -0.94 -5.57 0.01
H 1.57 -1.69 -3.39 0.02
H -0.04 -2.12 -3.97 0.03
H 0.26 -1.94 -2.24 0.00
H 0.98 2.20 -1.95 0.02
H 2.29 1.33 -2.78 0.02
H 1.46 0.62 -1.36 -0.01
H -0.29 0.45 -5.83 0.01
H 1.43 0.23 -5.46 0.01
H 0.68 1.81 -5.29 0.01
N -3.37 1.26 0.08 0.00
C -4.69 1.57 0.63 -0.28
C -4.58 2.48 1.85 -0.26
N -3.94 1.81 2.98 0.00
H -2.91 2.12 -0.19 0.02
H -3.47 0.72 -0.77 0.00
H -5.17 0.63 0.93 0.11
H -5.35 2.06 -0.10 0.10
H -5.58 2.86 2.09 0.11
H -3.95 3.34 1.57 0.10
H -4.63 1.28 3.51 0.08
H -3.52 2.48 3.60 0.06
F -1.23 3.17 3.74 -0.01
B -1.09 3.08 2.35 -0.76
F -1.62 4.25 1.87 0.00
```

Summary:
ΔE to the lowest compared entry with this formula, charge and spin: 2.294 eV
LUMO: -0.0571 Eh
Kohn-Sham gap: 3.94 eV
Highest occupied orbital energy: -5.50 eV
Total charge: 0



# 2
The following is a DFT calculation (ωB97M-V/def2-TZVPD) of a 8-piece molecular cluster, C36H64B3F12N7O3 overall at a distorted geometry.

Geometry as XYZ:
```
125
Properties=species:S:1:pos:R:3:lowdin_charge:R:1
C -0.28 0.22 -1.58 0.02
N -0.39 0.48 -3.00 -0.06
C 0.77 0.29 -3.77 0.05
C 0.79 0.78 -5.06 0.07
C -0.42 1.28 -5.62 -0.13
C -1.55 1.38 -4.88 0.05
C -1.51 0.99 -3.54 0.06
C -0.33 1.51 -7.06 -0.15
C 0.72 2.13 -7.68 0.02
C 0.68 2.39 -9.01 0.08
N -0.48 2.07 -9.75 -0.07
C -1.51 1.47 -9.19 0.05
C -1.50 1.13 -7.79 0.11
C -0.55 2.59 -11.12 0.06
H 0.29 -0.70 -1.55 0.10
H -1.27 0.19 -1.11 0.10
H 0.09 1.15 -1.14 0.11
H 1.61 -0.18 -3.29 0.09
H 1.70 0.84 -5.64 0.12
H -2.45 1.87 -5.24 0.15
H -2.39 1.11 -2.92 0.16
H 1.52 2.51 -7.07 0.14
H 1.45 2.99 -9.48 0.16
H -2.43 1.46 -9.76 0.16
H -2.21 0.53 -7.25 0.13
H -0.44 1.61 -11.59 0.13
H 0.28 3.27 -11.23 0.12
H -1.52 2.67 -11.63 0.13
C -4.07 1.72 4.28 0.05
N -3.90 0.56 3.36 -0.07
C -4.59 0.65 2.26 0.02
C -4.43 -0.35 1.26 0.09
C -3.49 -1.41 1.44 -0.12
C -2.85 -1.43 2.68 0.06
C -3.02 -0.39 3.57 0.01
C -3.22 -2.49 0.46 -0.10
C -1.85 -2.85 0.07 0.06
C -1.62 -3.84 -0.88 -0.01
N -2.65 -4.57 -1.26 -0.06
C -3.91 -4.34 -0.88 0.03
C -4.28 -3.22 -0.09 0.08
C -2.46 -5.80 -2.14 0.08
H -4.45 1.38 5.24 0.13
H -4.80 2.47 3.95 0.12
H -3.12 2.24 4.26 0.09
H -5.26 1.50 2.20 0.15
H -4.91 -0.20 0.31 0.13
H -2.25 -2.29 2.96 0.13
H -2.58 -0.40 4.56 0.16
H -0.99 -2.29 0.43 0.11
H -0.62 -4.13 -1.16 0.13
H -4.63 -5.08 -1.20 0.16
H -5.34 -3.16 0.10 0.14
H -1.41 -5.89 -2.38 0.11
H -2.94 -5.67 -3.12 0.11
H -2.94 -6.69 -1.73 0.12
C 4.68 1.22 1.35 0.02
C 3.85 0.70 0.10 -0.18
C 4.54 0.78 -1.30 -0.01
O 3.78 0.08 -2.28 0.05
C 4.16 0.24 -3.64 0.06
N 3.46 -0.78 0.39 0.25
H 4.13 -1.54 0.45 0.18
H 2.75 -0.89 1.10 0.12
H 2.98 -1.12 -0.43 0.10
H 4.17 1.13 2.31 0.08
H 4.82 2.30 1.30 0.10
H 5.63 0.68 1.43 0.10
H 2.83 1.08 0.16 0.13
H 5.53 0.35 -1.35 0.19
H 4.43 1.82 -1.60 0.19
H 4.06 1.29 -3.92 0.16
H 3.71 -0.44 -4.36 0.13
H 5.20 -0.09 -3.64 0.16
C 1.76 4.08 3.55 -0.01
C 0.33 3.64 3.75 -0.28
C -0.23 4.05 5.12 -0.15
O -1.63 3.74 5.16 -0.24
C -2.39 3.86 6.40 -0.05
N -0.48 4.20 2.54 0.27
H -0.43 5.21 2.48 0.18
H -0.06 3.76 1.74 0.10
H -1.47 4.02 2.54 0.16
H 2.44 3.52 4.19 0.10
H 1.88 5.15 3.72 0.11
H 2.07 3.70 2.57 0.07
H 0.12 2.57 3.71 0.13
H -0.10 5.11 5.34 0.14
H 0.25 3.49 5.93 0.14
H -2.08 3.32 7.29 0.10
H -3.42 3.55 6.22 0.07
H -2.36 4.90 6.74 0.10
C 2.02 -3.57 6.70 -0.01
C 1.75 -3.50 5.14 -0.23
C 0.47 -4.20 4.68 -0.17
O 0.45 -4.03 3.26 -0.19
C -0.59 -4.75 2.58 -0.07
N 1.74 -2.01 4.61 0.24
H 2.66 -1.72 4.31 0.16
H 1.01 -1.75 3.97 0.10
H 1.64 -1.34 5.35 0.15
H 1.97 -4.59 7.07 0.10
H 1.16 -3.09 7.17 0.09
H 2.93 -3.20 7.19 0.09
H 2.61 -3.90 4.60 0.15
H -0.41 -3.81 5.18 0.14
H 0.67 -5.21 5.04 0.15
H -0.21 -5.77 2.63 0.11
H -0.62 -4.59 1.50 0.06
H -1.60 -4.72 2.99 0.09
B 0.90 4.26 -0.53 -1.47
F 1.89 5.18 -0.31 0.16
F 1.18 3.89 -1.78 0.15
F 1.04 3.23 0.39 0.09
F -0.35 4.78 -0.57 0.17
B 0.45 0.17 2.02 -1.45
F 0.00 -0.02 3.36 0.09
F 1.01 -0.99 1.62 0.17
F -0.64 0.40 1.25 0.17
F 1.30 1.21 1.90 0.19
B 2.13 -3.40 -1.42 -1.39
F 3.35 -3.87 -1.06 0.18
F 1.45 -3.05 -0.22 0.09
F 2.13 -2.32 -2.28 0.13
F 1.51 -4.49 -1.98 0.15
```

Summary:
LUMO (alpha / beta): -0.4493 / -0.6149 Eh
Kohn-Sham gap (alpha / beta): 7.20 / 2.70 eV
Highest occupied orbital energy (alpha / beta): -19.43 / -19.43 eV
Total charge: +5
2S+1: 2
Expectation value of S²: 0.754



Results for molar mass: 898.33; 903.37 (in g mol⁻¹, following the order of the records).